# C21H40Cl3N2O4ScSi

A structure of composition C21H40Cl3N2O4ScSi in a non-equilibrium geometry (the ωB97M-V functional and the def2-TZVPD basis, the Open Molecules 2025 dataset).

Last column: Löwdin charge in e.
Positions of all 72 atoms, in Å:
Sc1 1.717 2.623 0.971  0.323
Cl1 2.356 4.256 -0.700  0.023
Cl2 -0.113 1.423 0.232  0.348
Cl3 -0.062 3.980 2.121  0.027
Si1 -0.946 2.054 -2.274  0.609
O1 -1.343 -0.205 -1.818  -0.296
O2 1.751 1.246 2.673  -0.180
O3 2.790 1.023 -0.235  -0.158
O4 3.117 3.604 2.293  -0.267
N1 0.724 -0.232 4.097  -0.157
N2 2.639 -0.998 -1.407  -0.160
C1 0.706 0.842 3.310  -0.245
C2 -2.416 -1.584 -2.105  -0.301
C3 -0.770 -3.129 2.515  -0.124
C4 2.557 -0.467 -2.765  -0.017
C5 0.564 2.336 -3.313  -0.181
C6 -1.624 -1.425 0.394  -0.186
C7 0.042 -2.925 1.398  -0.092
C8 1.865 -1.102 4.092  -0.027
C9 -1.971 -2.391 2.616  -0.112
C10 -1.820 -2.810 -2.276  -0.153
C11 -1.118 3.824 -1.512  -0.242
C12 -0.324 -0.494 5.084  -0.018
C13 -0.323 -1.934 0.450  -0.073
C14 -2.556 1.737 -3.112  -0.202
C15 2.628 4.069 3.558  -0.166
C16 2.642 -0.234 -0.296  -0.273
C17 -2.185 -0.744 -0.849  -0.329
C18 -3.436 -1.136 -3.142  -0.048
C19 -2.415 -1.591 1.556  -0.023
C20 -2.130 -3.687 -3.430  -0.154
C21 2.611 -2.457 -1.321  -0.046
H1 -0.168 4.377 -1.541  -0.028
H2 0.878 -3.608 1.225  0.097
H3 -1.043 0.345 5.056  0.107
H4 2.532 -0.861 0.634  0.149
H5 -1.739 -4.693 -3.237  0.063
H6 1.530 3.912 3.559  -0.046
H7 2.668 -0.591 3.526  0.100
H8 -3.375 -1.070 1.599  0.115
H9 -0.251 1.374 3.219  0.112
H10 0.137 -0.578 6.082  0.098
H11 1.120 1.447 -3.607  -0.009
H12 2.970 -1.220 -3.455  0.098
H13 2.832 5.142 3.671  0.101
H14 1.495 -0.318 -3.048  0.088
H15 -1.667 -3.344 -4.367  0.067
H16 1.257 3.033 -2.815  -0.013
H17 1.705 -2.836 -1.808  0.097
H18 -0.530 -3.849 3.304  0.102
H19 3.480 4.379 1.782  0.095
H20 -4.058 -0.314 -2.776  0.064
H21 -1.463 3.907 -0.475  -0.011
H22 -3.019 -0.039 -0.636  0.145
H23 -1.833 4.378 -2.142  0.028
H24 0.208 2.834 -4.236  0.057
H25 -4.122 -1.952 -3.411  0.077
H26 -2.614 -2.494 3.504  0.102
H27 -3.200 -3.823 -3.656  0.062
H28 -0.832 -1.449 4.874  0.074
H29 -1.084 -3.183 -1.576  0.070
H30 0.423 -1.558 -0.293  0.086
H31 2.615 -2.782 -0.267  0.084
H32 -2.910 -0.825 -4.061  0.085
H33 -2.883 2.676 -3.593  0.045
H34 3.480 -2.881 -1.844  0.098
H35 -3.329 1.411 -2.397  0.035
H36 3.079 3.482 4.372  0.092
H37 1.624 -2.069 3.626  0.084
H38 -2.354 0.984 -3.891  0.029
H39 3.117 0.479 -2.825  0.106
H40 2.171 -1.295 5.117  0.093

Properties
E_HOMO	-5.96	eV
maximum force	0.1042	hartree/bohr
gap between HOMO and LUMO	6.145	eV